C30H28BrMoN6O3S4Sb | wB97M-V/def2-TZVPD

The geometry in XYZ format:
```
74
Properties=species:S:1:pos:R:3:forces:R:3:mulliken_charge:R:1
Mo -0.3761 0.5813 0.8277 0.91 -3.05 -0.55 -0.296
C 5.2460 -0.8225 0.2532 0.00 -0.28 0.13 -0.527
O 4.8121 -1.8872 -0.6533 1.96 1.00 1.30 -0.518
C 3.5089 -1.9923 -0.9211 -1.69 -0.61 -0.23 0.374
C 3.2012 -2.1562 -2.2521 -0.03 0.59 0.06 -0.554
C 1.8634 -2.2370 -2.7131 -0.21 -0.56 -0.37 -0.413
C 0.8490 -2.2860 -1.8183 1.10 0.59 0.89 -1.043
C 1.0897 -2.0579 -0.4178 0.32 0.25 0.50 0.708
C -0.1134 -1.7725 0.2955 0.76 0.25 1.08 -0.311
N -0.1912 -1.2857 1.6266 -0.02 2.55 -3.91 1.142
N -0.8278 -1.9191 2.5331 0.35 -1.66 1.03 -0.917
C -0.5328 -1.5618 3.8226 -1.03 0.66 1.33 0.168
O -0.0899 -0.5052 4.2886 -0.41 -2.55 -0.91 -0.539
C -1.1364 -2.7251 4.6633 0.02 -0.17 0.37 0.259
C -1.9376 -2.4684 5.7820 -0.26 -0.94 -0.81 -0.715
C -2.8119 -3.4741 6.2699 0.98 0.95 -0.04 -0.294
C -2.9170 -4.7156 5.6797 0.91 0.03 -0.87 -0.522
C -2.0507 -4.9912 4.5828 0.17 0.66 0.67 -0.442
C -1.0890 -4.0601 4.1652 -1.35 0.70 0.38 -0.383
C 2.4784 -2.0485 0.1595 -0.24 1.42 0.30 0.318
O 2.7567 -1.9055 1.3960 -0.50 -0.66 -2.33 -0.709
H 6.2770 -0.5500 -0.0358 -0.43 -0.22 -0.18 0.261
H 5.2941 -1.1971 1.2955 -0.40 0.30 -0.61 0.251
H 4.6137 0.0941 0.1841 0.19 -0.84 0.08 0.144
H 4.0289 -2.1130 -2.9598 -0.12 0.01 0.15 0.341
H 1.5670 -2.2144 -3.7673 0.60 -0.21 0.22 0.325
H -0.1504 -2.2929 -2.1815 -0.81 0.01 -0.05 0.261
H -0.9505 -2.2654 -0.1618 -0.80 0.02 0.33 0.703
H -1.9883 -1.4712 6.1971 0.12 0.07 -0.03 0.419
H -3.3775 -3.1828 7.1308 -0.54 -0.19 0.38 0.357
H -3.6078 -5.4652 6.0632 0.05 0.17 -0.23 0.361
H -2.1721 -5.8942 4.0066 0.18 -0.39 0.16 0.354
H -0.4217 -4.2732 3.3450 -0.10 -0.04 -0.14 0.419
Br -3.9409 0.0653 1.8434 -0.45 -1.90 -0.28 -0.159
C -3.5277 -1.2555 0.4637 0.65 0.12 -0.47 0.537
C -4.1016 -2.5055 0.3570 -0.70 -0.09 0.48 -0.448
C -4.2466 -3.1311 -0.9239 0.40 0.33 1.18 -0.551
C -3.7636 -2.5440 -2.0589 -0.47 -0.59 0.21 -0.814
C -3.1342 -1.3042 -1.9519 1.07 1.49 1.08 0.931
C -2.9305 -0.4443 -3.0629 -0.09 -0.40 -0.81 -1.046
C -2.6336 0.8823 -2.9324 -0.84 -0.43 0.82 -0.471
C -2.2663 1.3510 -1.6546 -0.30 1.23 -1.03 -0.642
C -2.0716 0.4765 -0.6488 0.54 0.30 2.75 0.114
C -2.8038 -0.7191 -0.6433 -1.64 -1.26 -2.07 0.552
H -4.5097 -3.0040 1.2619 0.02 0.59 -0.80 0.388
H -4.8628 -4.0109 -0.9730 0.16 -0.46 -0.01 0.389
H -3.9303 -3.0424 -3.0148 -0.05 0.43 0.03 0.350
H -3.1671 -0.8571 -4.0333 0.00 -0.02 -0.25 0.362
H -2.7669 1.5650 -3.7458 0.16 0.20 -0.48 0.457
H -2.2106 2.4393 -1.4554 0.84 -0.62 -0.32 0.354
S 0.2696 2.0587 5.0031 0.16 2.09 -1.07 -0.586
Sb 0.4200 2.8518 2.7596 0.60 -1.60 2.58 0.637
S 1.8234 1.0850 1.8511 -0.65 1.04 -0.37 -0.381
S -1.7383 1.9678 1.9216 0.91 1.72 0.54 -0.498
S 1.2674 4.7940 1.9345 -0.29 0.34 -0.30 -0.667
C 0.9898 5.6627 -3.7159 1.21 -0.30 -0.66 -1.535
C 2.2606 5.2041 -2.9909 0.40 0.70 -0.73 1.075
C 2.3204 5.6465 -1.5563 1.00 0.95 0.71 -1.329
C 2.6034 3.7451 -3.0617 1.26 -0.65 -0.42 -1.241
N 1.8362 2.7578 -2.3170 -1.60 -0.59 0.28 0.750
C 1.3534 2.5627 -1.0629 -0.10 -1.59 -0.21 -0.782
N 0.5992 1.4590 -1.0613 0.70 0.58 -2.11 0.943
N 0.5469 1.0171 -2.4487 1.17 1.23 2.47 0.140
N 1.3076 1.7783 -3.1110 -0.65 -0.23 0.05 -1.113
H 1.1362 6.7188 -3.8974 -0.29 0.36 -0.20 0.432
H 0.1620 5.5522 -3.0775 -1.33 -0.26 0.69 0.347
H 0.8082 5.1502 -4.6826 0.17 0.21 0.56 0.351
H 3.1093 5.7535 -3.5047 -0.62 -0.92 0.33 0.187
H 1.5516 5.2152 -0.9120 -0.18 0.37 -0.08 0.186
H 2.3269 6.7650 -1.5289 -0.31 -0.85 0.34 0.362
H 3.2900 5.3147 -1.1080 -0.63 0.30 -0.25 0.378
H 3.6478 3.6690 -2.7344 -0.11 -0.17 -0.05 0.374
H 2.5387 3.3373 -4.0777 0.15 0.30 0.16 0.442
H 1.5935 3.0877 -0.1340 0.06 0.17 -0.37 0.242
```
Forces are in eV/Å.

Computed properties:
**LUMO energy (alpha / beta)**: 3.94 / 3.74 eV
**Total energy**: -6189.29824 hartree
**Molar mass**: 946.5 g/mol
**Net charge**: -2
**HOMO-LUMO gap (alpha / beta)**: 5.18 / 5.18 eV
**E_HOMO (alpha / beta)**: -0.046 / -0.053 hartree
**Multiplicity**: 3